# 1
{
  "formula": "C3H7BrN2O",
  "method": "ωB97M-V with the def2-TZVPD basis set",
  "homo_energy_ev": -9.06,
  "smiles": "CCN(Br)C(N)=O",
  "de_lowest_kcal_mol": 17.79,
  "energy_ha": -2877.2145,
  "total_charge": 0,
  "species": ["C", "C", "C", "N", "N", "O", "Br", "H", "H", "H", "H", "H", "H", "H"],
  "xyz": [[0.709399, 1.450775, 0.267187], [-1.469364, -1.711914, -0.421581], [-0.743729, -0.560818, 0.436779], [1.858390, 1.994366, -0.184309], [0.460378, -0.118253, -0.281204], [-0.150046, 1.926066, 0.964819], [2.075900, -0.964398, -0.005534], [-0.833126, -2.496673, -0.898845], [-2.057436, -2.166246, 0.346884], [-2.076454, -1.329219, -1.200382], [-1.421236, 0.384467, 0.602788], [-0.629229, -1.059009, 1.413984], [2.288165, 1.567597, -0.890902], [1.988388, 3.083263, -0.149689]],
  "forces_ev_per_a": [[-1.4, -2.2, -0.4], [1.5, 0.7, 1.0], [-1.4, -1.2, -1.2], [-1.9, 4.9, 3.1], [-0.2, 4.6, 1.4], [1.2, 0.3, -0.6], [0.3, -1.1, 0.3], [0.0, 0.8, 0.7], [-0.8, -0.7, 0.0], [-0.7, 0.6, -0.7], [1.3, -2.1, -0.6], [0.7, 0.7, -0.1], [2.2, -2.1, -3.3], [-0.6, -3.1, 0.1]],
  "mulliken_charge": [0.66, -1.06, -0.23, -0.41, -0.31, -0.53, -0.09, 0.26, 0.35, 0.31, 0.31, 0.27, 0.19, 0.28]
}

# 2
{
  "formula": "C26H59NOP3Sm",
  "method": "ωB97M-V with the def2-TZVPD basis set",
  "homo_energy_ev": [-13.94, -14.01],
  "multiplicity": 6,
  "energy_ha": -2837.5096,
  "total_charge": 2,
  "species": ["Sm", "P", "P", "N", "C", "H", "H", "C", "H", "H", "C", "H", "H", "C", "H", "H", "C", "C", "H", "H", "H", "C", "C", "H", "H", "H", "C", "C", "H", "H", "H", "C", "C", "H", "H", "H", "C", "C", "H", "H", "H", "C", "H", "H", "H", "C", "H", "H", "H", "C", "H", "H", "H", "H", "H", "H", "H", "O", "H", "H", "C", "C", "C", "P", "C", "C", "C", "C", "C", "C", "H", "H", "H", "H", "H", "H", "H", "H", "H", "H", "H", "H", "H", "H", "H", "H", "H", "H", "H", "H", "H"],
  "xyz": [[-0.599707, 0.095574, -0.792023], [-0.485553, -2.518659, -1.780047], [-0.445247, 2.840820, -1.422891], [1.369768, 0.177367, -1.667788], [1.228979, -2.289619, -2.452505], [1.809150, -3.183985, -2.175259], [1.078976, -2.299036, -3.541765], [2.084004, -1.019150, -2.146681], [2.930311, -1.253231, -1.456729], [2.579388, -0.757711, -3.103674], [2.100806, 1.406291, -1.998189], [2.601999, 1.265015, -2.967942], [2.928637, 1.552004, -1.264323], [1.254519, 2.706598, -2.148085], [1.096203, 2.857158, -3.227501], [1.836295, 3.560837, -1.761517], [-0.174586, 3.738279, 0.179912], [-1.347115, 3.416490, 1.120582], [-1.056557, 3.630079, 2.159273], [-1.679012, 2.364772, 1.102541], [-2.224289, 4.033618, 0.875094], [-1.629339, 3.729677, -2.517682], [-3.008309, 3.781610, -1.846454], [-3.752931, 4.119504, -2.579696], [-3.014478, 4.499314, -1.014260], [-3.351875, 2.808416, -1.470249], [-1.662804, -3.253084, -2.991540], [-3.048010, -3.380413, -2.345085], [-3.790672, -3.599937, -3.124058], [-3.382399, -2.468458, -1.833093], [-3.067910, -4.212665, -1.627372], [-0.247605, -3.592935, -0.288952], [-1.459846, -3.444097, 0.648990], [-1.217034, -3.867680, 1.633979], [-2.328784, -3.985327, 0.244826], [-1.776899, -2.400326, 0.829437], [-3.347718, 0.103895, -0.717398], [-1.174447, 5.108689, -2.993390], [-1.101712, 5.818644, -2.162507], [-0.213664, 5.083499, -3.520837], [-1.930360, 5.491755, -3.694187], [-1.205725, -4.565721, -3.626104], [-1.960883, -4.864615, -4.367198], [-0.244492, -4.479748, -4.143524], [-1.135892, -5.367397, -2.880257], [0.035800, -5.066624, -0.575162], [0.317557, -5.554482, 0.374442], [-0.860411, -5.582261, -0.949890], [0.864888, -5.209277, -1.278764], [0.037779, 5.248087, 0.071421], [-0.885613, 5.764130, -0.229163], [0.306349, 5.623411, 1.072330], [0.849988, 5.519407, -0.612502], [0.750819, 3.284164, 0.588529], [0.639305, -3.168080, 0.223000], [-1.699626, 3.072664, -3.404690], [-1.716981, -2.489312, -3.789269], [-4.502372, 0.116037, -0.762591], [-0.521521, 0.290854, -3.227403], [-1.295263, 0.262458, -3.096734], [2.600421, -2.575922, 1.697678], [1.551258, -1.984543, 2.645966], [2.059287, -1.904238, 4.084958], [0.767129, -0.374180, 2.059227], [-0.578428, -0.247358, 3.387728], [-0.304982, 0.687463, 4.562823], [-1.942179, 0.039491, 2.751654], [2.087707, 0.977735, 2.026769], [2.407123, 1.706875, 3.329071], [3.372211, 0.462628, 1.373691], [3.612052, -2.210556, 1.906177], [2.395689, -2.393515, 0.634667], [2.602964, -3.668624, 1.841825], [0.689906, -2.674792, 2.647188], [2.858688, -1.161748, 4.200737], [1.266641, -1.662283, 4.805541], [2.456405, -2.894617, 4.351098], [-0.619928, -1.270479, 3.796666], [-0.365090, 1.743531, 4.266497], [-1.087578, 0.511714, 5.309111], [0.655403, 0.529856, 5.063109], [-2.103470, -0.455453, 1.784431], [-2.727521, -0.344373, 3.422888], [-2.121846, 1.113515, 2.613177], [1.666901, 1.731868, 1.345128], [2.686119, 1.045519, 4.156144], [3.258731, 2.376544, 3.129881], [1.573839, 2.329927, 3.660596], [3.174976, -0.114695, 0.466031], [3.978338, 1.336462, 1.075024], [3.975391, -0.153000, 2.057133]],
  "forces_ev_per_a": [[1.1, -0.1, 1.6], [0.4, 0.2, 0.5], [0.4, -0.2, 0.4], [-0.5, -0.2, -0.4], [0.0, -0.4, -0.5], [-0.1, 0.2, -0.3], [0.1, -0.2, 0.2], [0.5, 0.3, 0.1], [-0.6, -0.1, -0.3], [-0.1, -0.2, 0.4], [0.4, -0.1, 0.3], [0.0, 0.1, 0.2], [-0.5, 0.1, -0.3], [0.0, 0.5, -0.4], [0.1, 0.2, 0.3], [-0.1, -0.2, -0.4], [-0.3, -0.3, -0.2], [0.0, 0.2, 0.4], [-0.2, 0.0, -0.2], [0.2, 0.2, -0.2], [0.3, -0.2, 0.2], [0.3, -0.1, -0.3], [-0.2, 0.2, 0.0], [0.2, 0.0, 0.2], [-0.1, -0.2, -0.3], [0.2, 0.2, 0.0], [0.4, 0.1, -0.3], [-0.2, -0.2, -0.1], [0.2, 0.0, 0.2], [0.1, -0.2, -0.1], [-0.1, 0.3, -0.3], [-0.3, 0.3, 0.1], [-0.1, -0.2, 0.2], [-0.1, 0.0, -0.2], [0.3, 0.2, 0.3], [0.2, -0.3, -0.2], [-5.2, 0.1, -0.3], [-0.2, 0.3, -0.2], [0.0, -0.2, -0.4], [-0.2, 0.0, 0.1], [0.3, 0.0, 0.1], [-0.3, -0.3, -0.1], [0.3, 0.0, 0.1], [-0.1, 0.0, 0.1], [0.0, 0.2, -0.4], [0.1, -0.3, 0.4], [-0.1, 0.1, -0.4], [0.4, 0.2, 0.2], [-0.2, 0.0, 0.1], [0.1, 0.2, 0.5], [0.4, -0.2, 0.1], [-0.1, 0.0, -0.3], [-0.2, 0.0, 0.1], [-0.4, 0.1, -0.3], [-0.4, 0.0, -0.4], [0.0, 0.1, 0.3], [0.0, -0.2, 0.2], [4.6, -0.1, 0.2], [-0.9, 0.0, 0.2], [0.7, 0.0, -0.5], [0.2, -0.4, 0.0], [-0.3, 0.4, -0.3], [0.1, -0.2, 0.2], [-0.2, -0.4, -0.3], [0.6, 0.0, -0.3], [-0.4, 0.2, 0.3], [-0.4, 0.1, 0.5], [-0.3, -0.1, 0.4], [0.2, 0.4, 0.1], [0.3, 0.1, -0.2], [-0.3, -0.1, 0.0], [0.0, 0.1, 0.2], [0.2, 0.3, -0.1], [0.1, 0.3, -0.1], [-0.1, -0.3, -0.1], [0.2, -0.1, -0.2], [0.0, 0.3, 0.1], [0.1, 0.2, -0.3], [0.0, -0.3, 0.1], [0.1, 0.2, 0.0], [-0.2, -0.1, -0.2], [0.1, -0.1, 0.1], [0.1, 0.2, -0.3], [0.1, -0.2, 0.1], [0.0, -0.2, 0.0], [0.0, 0.1, -0.3], [-0.2, -0.2, 0.2], [0.2, -0.1, 0.0], [0.0, 0.0, 0.1], [-0.1, -0.4, 0.2], [-0.2, 0.3, -0.2]],
  "mulliken_charge": [-0.38, 0.96, 0.72, 0.68, -1.13, 0.32, 0.61, -0.91, 0.29, 0.52, -0.84, 0.53, 0.14, -0.96, 0.54, 0.36, 0.80, -1.19, 0.44, -0.11, 0.27, 0.54, -1.24, 0.48, 0.25, 0.11, 0.57, -1.32, 0.49, 0.13, 0.28, 1.93, -1.70, 0.46, 0.40, 0.35, 0.24, -1.40, 0.23, 0.35, 0.47, -1.39, 0.47, 0.35, 0.21, -1.76, 0.47, 0.39, 0.35, -1.71, 0.39, 0.46, 0.34, 0.09, -1.29, 0.46, 0.49, -0.15, 0.01, 0.15, -1.70, 0.56, -1.39, 1.01, 0.51, -1.63, -1.10, 3.13, -1.58, -1.70, 0.37, 0.23, 0.50, 0.04, 0.20, 0.31, 0.46, 0.56, 0.23, 0.46, 0.35, -0.06, 0.52, 0.21, -2.10, 0.19, 0.51, 0.35, 0.12, 0.54, 0.29]
}